[1]
C4H11N3O | wB97M-V/def2-TZVPD

Last column: Löwdin charge in e.
Atoms and positions in Å:
1 O 1.66347 -0.77729 -0.67285  0.043
2 C 0.46127 -0.93046 -0.52458  -0.487
3 N -0.11385 -2.10128 -0.93712  0.014
4 C -1.40461 -2.62504 -0.50308  -0.081
5 C -0.43542 0.21662 -0.13087  -0.145
6 N 0.07186 0.75053 1.13116  -0.061
7 C -0.19488 2.14383 1.34489  -0.332
8 N 0.38298 2.99963 0.32769  0.007
9 H 0.52738 -2.76175 -1.34346  0.133
10 H -1.63519 -3.50292 -1.09748  0.083
11 H -2.19144 -1.88850 -0.66867  0.069
12 H -1.41296 -2.78417 0.57671  0.088
13 H -1.45871 -0.09866 0.06057  0.101
14 H -0.36628 0.94130 -0.94460  0.122
15 H 1.07475 0.60790 1.19839  0.101
16 H -1.26959 2.35138 1.33135  0.114
17 H 0.10183 2.42334 2.35336  0.101
18 H 1.37105 2.89110 0.18114  0.069
19 H -0.09184 3.75656 -0.12886  0.061

Output
Total charge: 0
Orbital gap (eV): 9.7
Energy relative to the best compared isomer or geometry (same formula, charge and spin) (kJ/mol): 119.6
Highest occupied orbital energy (eV): -8.8
2S+1: 1
Structure (SMILES): CNC(=O)CNCN
Molar mass (g/mol): 117.15
E_tot (eV): -10843.9718

[2]
H2KO | wB97M-V/def2-TZVPD

Last column: Löwdin charge in e.
Atoms and positions in Å:
1 O 0.24732 0.48749 -0.01504  -0.109
2 H 0.36490 1.20944 -0.67323  0.068
3 H 1.09441 0.46757 0.48526  0.065
4 K -1.70663 -2.16450 0.20300  0.976

Output
Total charge: +1
Orbital gap (eV): 11.4
Energy relative to the best compared isomer or geometry (same formula, charge and spin) (kJ/mol): 15.9
Highest occupied orbital energy (eV): -15.8
2S+1: 1
Molar mass (g/mol): 57.11
E_tot (eV): -18399.7319

[3]
C13H14ClNO4S | wB97M-V/def2-TZVPD

Last column: Löwdin charge in e.
Atoms and positions in Å:
1 C -0.30122 -1.15942 2.52275  -0.056
2 H -0.42844 -2.05082 1.90097  0.100
3 H -1.22664 -0.95783 3.05921  0.100
4 H 0.50540 -1.32026 3.24286  0.101
5 O -0.06655 -0.01390 1.73167  -0.107
6 C 1.05559 0.04144 0.97618  -0.252
7 C 1.99895 -0.97736 0.86604  0.038
8 C 3.11420 -0.84792 0.04788  -0.278
9 C 3.27290 0.33187 -0.67863  -0.610
10 C 2.34636 1.35679 -0.58216  -0.067
11 C 1.25193 1.20956 0.24045  -0.200
12 S 0.09409 2.58100 0.39855  0.653
13 O 0.10884 3.05381 1.74727  -0.267
14 O 0.37274 3.49989 -0.66224  -0.279
15 N -1.40710 1.92191 0.11847  -0.108
16 H -1.64033 1.30944 0.88693  0.097
17 C -1.54989 1.29273 -1.18570  -0.153
18 C -2.70918 0.35893 -1.18977  -0.270
19 C -3.95863 0.44632 -1.72654  -0.014
20 C -4.63192 -0.74723 -1.36510  -0.058
21 C -3.74377 -1.46736 -0.63169  -0.119
22 O -2.57630 -0.80942 -0.51914  0.039
23 H -3.81468 -2.42499 -0.15526  0.118
24 H -5.63478 -1.02301 -1.61752  0.101
25 H -4.34824 1.25592 -2.30737  0.112
26 H -1.69728 2.08909 -1.91734  0.132
27 H -0.63398 0.73971 -1.44769  0.129
28 H 2.45053 2.27682 -1.13480  0.116
29 Cl 4.64054 0.52767 -1.71227  0.717
30 C 4.12194 -1.94626 -0.05625  -0.067
31 H 5.10158 -1.58343 0.25076  0.082
32 H 4.20865 -2.27835 -1.08960  0.081
33 H 3.84596 -2.79183 0.56680  0.078
34 H 1.87873 -1.89353 1.42228  0.112

Output
Total charge: 0
Orbital gap (eV): 9.4
Highest occupied orbital energy (eV): -8.9
2S+1: 1
Structure (SMILES): COc1cc(C)c(Cl)cc1S(=O)(=O)NCc1ccco1
Molar mass (g/mol): 315.78
E_tot (eV): -46744.7692

[4]
C3H4N2OS | wB97M-V/def2-TZVPD

Last column: Löwdin charge in e.
Atoms and positions in Å:
1 C 0.24163 -1.41070 0.42009  0.003
2 C 0.33794 -0.03508 -0.23802  -0.351
3 C -0.37286 1.08226 -0.17665  -0.677
4 H 1.03912 -2.08421 0.12209  0.082
5 H -0.73202 -1.86938 0.22116  0.086
6 H 0.31182 -1.27610 1.50761  0.086
7 H -1.79592 0.40927 1.27950  -0.134
8 N 1.23273 1.42325 -1.61542  0.034
9 N 0.20757 2.01435 -1.07564  0.038
10 O 1.34240 0.14913 -1.10055  0.006
11 S -1.81240 1.59721 0.65583  0.826

Output
Total charge: 0
Orbital gap (eV): 9.6
Energy relative to the best compared isomer or geometry (same formula, charge and spin) (kJ/mol): 234.1
Highest occupied orbital energy (eV): -9.0
2S+1: 1
Structure (SMILES): Cc1onnc1S
Molar mass (g/mol): 116.14
E_tot (eV): -19036.6224

[5]
C23H51BN2O4P | wB97M-V/def2-TZVPD

Last column: Löwdin charge in e.
Atoms and positions in Å:
1 C 0.53138 -0.50476 2.16263  -0.060
2 C 1.20634 0.30004 1.03003  -0.222
3 C 0.23895 1.23559 0.30331  -0.248
4 C 0.11667 2.62276 0.94691  -0.332
5 P -1.25502 2.79044 2.10862  1.155
6 B -2.80807 1.63821 1.70035  -0.760
7 O -3.07696 0.65512 2.59772  0.164
8 O -3.54167 1.92864 0.62693  0.033
9 C -3.59058 1.04068 -0.51201  -0.004
10 H 0.96514 -0.27848 3.13216  0.082
11 H -0.51785 -0.19973 2.22271  0.035
12 H 0.54044 -1.56725 1.96105  0.051
13 H 1.58865 -0.39479 0.28624  0.111
14 H 2.05436 0.85872 1.41872  0.108
15 H -0.72700 0.73608 0.19879  0.093
16 H 0.60274 1.39557 -0.71032  0.098
17 H 1.02259 2.81968 1.52116  0.099
18 H 0.05716 3.43360 0.21972  0.072
19 H -0.85786 2.61202 3.42917  0.026
20 H -1.69439 4.11252 2.06320  0.026
21 H -2.52186 -0.12800 2.57384  0.105
22 H -4.53208 1.20606 -1.01782  0.103
23 H -2.76017 1.26509 -1.17647  0.086
24 H -3.51485 0.00133 -0.19731  0.100
25 C 2.12883 6.75129 -4.16875  -0.022
26 C 2.47761 5.57908 -3.22371  -0.480
27 C 3.35060 4.54490 -3.93867  -0.130
28 C 2.59634 3.70950 -4.97047  -0.166
29 C 1.35423 3.06938 -4.35435  -0.129
30 C 0.43827 4.08266 -3.66812  -0.488
31 N 1.23518 4.91133 -2.70790  -0.088
32 O 1.45501 4.29544 -1.60449  -0.048
33 C -0.26711 4.95642 -4.71631  -0.028
34 C -0.66504 3.36421 -2.90334  -0.045
35 C 3.24571 6.16606 -2.04741  -0.044
36 H 2.81777 7.57775 -4.00662  0.085
37 H 2.19729 6.48384 -5.22193  0.075
38 H 1.12778 7.13403 -3.97811  0.084
39 H 3.78512 3.87359 -3.19128  0.125
40 H 4.18203 5.06992 -4.41200  0.130
41 H 2.32197 4.31922 -5.83463  0.105
42 H 3.25406 2.92719 -5.35091  0.117
43 H 0.77958 2.54366 -5.11943  0.128
44 H 1.66802 2.31790 -3.62178  0.123
45 H -0.83331 5.75547 -4.23684  0.094
46 H -0.96714 4.33995 -5.27904  0.091
47 H 0.40903 5.40233 -5.43832  0.064
48 H -0.26235 2.63739 -2.20049  0.046
49 H -1.29568 2.83096 -3.61397  0.092
50 H -1.28704 4.07522 -2.35545  0.095
51 H 2.62872 6.87226 -1.49016  0.095
52 H 4.11440 6.69738 -2.43334  0.091
53 H 3.59714 5.39911 -1.36200  0.077
54 C 0.58322 -6.91183 3.85852  -0.022
55 C -0.02462 -5.49129 3.82774  -0.480
56 C -1.41840 -5.48482 4.45958  -0.133
57 C -2.48954 -6.14457 3.59430  -0.168
58 C -2.50204 -5.54483 2.18990  -0.133
59 C -1.13209 -5.57457 1.51190  -0.493
60 N -0.10747 -4.97002 2.42380  -0.088
61 O -0.13969 -3.68918 2.39005  -0.057
62 C -0.76404 -7.01475 1.12521  -0.030
63 C -1.16920 -4.77622 0.21644  -0.044
64 C 0.90238 -4.58988 4.63179  -0.044
65 H 1.23782 -7.01911 4.72131  0.084
66 H -0.16942 -7.69511 3.93230  0.075
67 H 1.19055 -7.10420 2.97598  0.084
68 H -1.71214 -4.44808 4.65407  0.122
69 H -1.35584 -5.98180 5.42944  0.129
70 H -2.33552 -7.22516 3.54659  0.105
71 H -3.46625 -6.00015 4.05822  0.115
72 H -3.21402 -6.07692 1.55624  0.127
73 H -2.84681 -4.50691 2.25044  0.120
74 H 0.25688 -7.06351 0.74567  0.094
75 H -1.43240 -7.35057 0.33338  0.091
76 H -0.86051 -7.72524 1.94037  0.063
77 H -1.52042 -3.75865 0.37658  0.070
78 H -1.85214 -5.26479 -0.47766  0.089
79 H -0.18154 -4.73195 -0.24385  0.093
80 H 1.89147 -4.53887 4.17479  0.096
81 H 1.00585 -5.00487 5.63348  0.090
82 H 0.51283 -3.57873 4.72395  0.074

Output
Total charge: +1
Orbital gap (spin up / spin down) (eV): 7.0 / 8.1
Highest occupied orbital energy (spin up / spin down) (eV): -10.3 / -11.4
2S+1: 3
Molar mass (g/mol): 461.46
E_tot (eV): -45805.8960

[6]
C20H39NO2 | wB97M-V/def2-TZVPD

Last column: Löwdin charge in e.
Atoms and positions in Å:
1 C 0.55058 -1.71389 6.14879  -0.147
2 C 1.60202 -2.67819 5.96901  -0.275
3 C 2.17559 -2.80127 4.45274  -0.162
4 C 3.22830 -3.92350 4.46553  -0.268
5 C 3.70995 -4.02170 3.17176  -0.362
6 C 4.52155 -3.10612 2.58167  -0.349
7 C 4.83171 -3.37119 1.14867  -0.212
8 H 5.93984 -2.54509 0.82461  0.181
9 H 5.35309 -4.24854 0.85764  0.077
10 C 3.81604 -2.78421 0.05379  -0.173
11 C 2.82089 -3.90305 -0.13931  -0.159
12 C 1.59667 -3.54198 0.17275  -0.033
13 C 0.80903 -2.02797 0.64422  -0.081
14 H 1.55608 -1.58447 0.91917  -0.025
15 H 0.05614 -2.22223 1.18897  0.034
16 C 0.30342 -1.60073 -0.74282  -0.114
17 C -0.39963 -0.08252 -0.39815  -0.135
18 C -0.78784 0.50330 -1.73607  -0.173
19 C -1.23182 2.05794 -1.70564  -0.072
20 C -2.63980 1.88123 -0.84868  -0.044
21 C -3.07195 3.45304 -0.61627  -0.039
22 C -3.54974 3.75261 -2.04811  -0.579
23 O -4.51592 3.49661 -2.71365  0.070
24 N -2.78248 4.72874 -2.54207  0.001
25 H -1.63819 5.26098 -2.10364  0.279
26 C -2.96055 5.62130 -3.85301  -0.082
27 H -4.02191 6.08810 -3.64798  0.153
28 H -2.10398 6.34888 -4.03349  0.115
29 C -2.90121 4.48409 -4.92768  -0.443
30 H -2.17520 3.81660 -4.76750  0.065
31 O -3.99661 4.02805 -5.39008  -0.057
32 H -4.38121 3.77692 -4.40998  0.135
33 H -2.54882 5.14549 -5.93101  0.158
34 H -2.46036 4.10379 -0.04806  0.084
35 H -4.07627 3.37275 0.02681  0.153
36 H -2.41241 1.50726 -0.01120  0.034
37 H -3.22135 1.52770 -1.34274  -0.041
38 H -0.70379 2.37413 -1.07398  -0.013
39 H -1.39793 2.41056 -2.57391  0.029
40 H 0.18082 0.44593 -2.52983  0.160
41 H -1.68559 -0.07942 -2.27394  0.151
42 H 0.40346 0.23942 -0.01009  0.033
43 H -1.10453 -0.32894 0.25060  0.061
44 H 1.16768 -1.35528 -1.31416  0.096
45 H -0.21881 -2.14757 -1.29091  0.022
46 H 0.59634 -4.19175 0.04681  0.135
47 H 2.86949 -4.75381 -0.19538  -0.027
48 H 3.34072 -1.72227 0.32215  0.142
49 H 4.38898 -2.73192 -1.04549  0.154
50 H 5.54643 -3.14605 3.10166  0.148
51 H 4.08545 -2.07704 2.55167  0.131
52 H 4.31894 -5.09073 2.91718  0.186
53 H 2.81738 -4.14307 2.24663  0.173
54 H 2.69276 -4.92541 4.86238  0.174
55 H 3.94597 -3.72846 5.05974  0.047
56 H 1.23991 -3.26459 3.81342  0.177
57 H 2.64957 -1.87847 4.38347  0.083
58 H 1.26568 -3.82906 6.38304  0.159
59 H 2.54168 -2.59547 6.61398  0.117
60 H 0.76559 -0.82891 5.80308  0.029
61 H -0.22230 -1.76387 5.57698  0.019
62 H 0.18706 -1.65718 7.18177  0.103

Output
Total charge: 0
Orbital gap (eV): 8.9
Energy relative to the best compared isomer or geometry (same formula, charge and spin) (kJ/mol): 2247.0
Highest occupied orbital energy (eV): -8.6
2S+1: 1
Molar mass (g/mol): 325.54
E_tot (eV): -26935.3924